Molecular formula: C39H37AuF10Ge2N3
Method: DFT, ωB97M-V/def2-TZVPD

For the highest occupied orbital energy (alpha / beta), the calculation gives -6.9 / -7.4 eV. For the HOMO-LUMO gap (alpha / beta), the calculation gives 7.16 / 4.93 eV. As for the net charge: 0. As for the expectation value of S²: 3.807. As for the spin multiplicity: 4.

Last column: Löwdin spin population.
Positions of all 92 atoms, in Å:
Au: 0.9421 0.5691 -0.3948  0.349
C: 2.1639 2.3002 2.9915  0.001
N: 2.3318 1.6844 1.6882  0.009
C: 2.9108 0.3492 1.7940  0.000
C: 1.8947 -0.7361 2.1640  0.015
N: 0.7106 -0.6720 1.3196  0.201
C: -0.2489 -1.6384 1.3867  0.006
C: -1.5035 -1.4227 0.7722  0.026
F: -1.7320 -0.2719 0.1083  0.009
C: -2.5412 -2.3252 0.8055  -0.005
F: -3.7008 -2.0314 0.2100  -0.003
C: -2.3980 -3.5308 1.4692  0.028
F: -3.3957 -4.4188 1.4981  0.008
C: -1.1904 -3.7990 2.0780  -0.004
F: -1.0084 -4.9680 2.6991  -0.003
C: -0.1485 -2.8900 2.0218  0.027
F: 1.0066 -3.2797 2.5971  0.008
C: 2.9715 2.5650 0.7231  0.013
C: 1.9851 3.6099 0.1974  0.044
N: 0.8222 2.9602 -0.3835  0.473
C: -0.4347 3.3568 -0.1629  0.031
C: -1.4429 2.7983 -1.0145  0.119
F: -1.0741 2.0382 -2.0327  0.043
C: -2.7835 3.0392 -0.8519  -0.016
F: -3.6721 2.5043 -1.6795  -0.016
C: -3.2134 3.8704 0.1752  0.146
F: -4.5012 4.1170 0.3370  0.047
C: -2.2818 4.4524 1.0253  0.004
F: -2.7045 5.2212 2.0239  -0.012
C: -0.9381 4.2226 0.8550  0.127
F: -0.1290 4.7855 1.7536  0.033
H: 3.1352 2.5321 3.4567  0.000
H: 1.6254 1.6227 3.6525  0.000
H: 1.5888 3.2221 2.9181  0.000
H: 3.7316 0.3200 2.5274  0.000
H: 3.3373 0.0835 0.8231  0.000
H: 1.5872 -0.6422 3.2143  0.010
H: 2.4433 -1.6788 2.0921  0.001
H: 3.3170 1.9592 -0.1175  0.002
H: 3.8470 3.0888 1.1389  0.000
H: 2.4747 4.1495 -0.6218  0.022
H: 1.7485 4.3387 0.9650  0.002
C: -3.6996 2.3714 5.0249  0.007
Ge: -3.2067 1.0448 3.6732  0.079
C: -2.8264 -0.6767 4.5332  0.033
C: -4.6434 0.8309 2.3637  0.001
C: -1.6293 1.6187 2.7185  0.726
H: -4.5733 2.0394 5.5865  0.000
H: -3.9338 3.3261 4.5522  0.000
H: -2.8809 2.5276 5.7281  0.000
H: -3.7066 -1.0547 5.0547  0.004
H: -2.0148 -0.5745 5.2543  0.000
H: -2.5266 -1.4100 3.7834  0.000
H: -5.5110 0.3478 2.8144  0.000
H: -4.3101 0.2156 1.5261  0.000
H: -4.9635 1.7994 1.9777  0.000
H: -0.7399 2.0261 3.1821  0.048
H: -1.5144 1.3419 1.6786  0.044
C: 5.3952 -3.0925 -1.5179  0.006
C: 4.4025 -3.0983 -0.5458  -0.001
C: 3.1938 -2.4639 -0.7907  0.006
C: 2.9485 -1.8233 -2.0071  0.026
C: 3.9533 -1.8272 -2.9718  0.008
C: 5.1689 -2.4558 -2.7292  0.000
Ge: 1.2356 -0.9157 -2.2943  0.147
C: 1.2361 -0.0295 -4.0352  0.041
C: 0.8651 -0.7144 -5.1919  0.008
C: 0.8987 -0.0859 -6.4301  0.002
C: 1.3025 1.2381 -6.5264  0.002
C: 1.6700 1.9333 -5.3824  0.000
C: 1.6341 1.3020 -4.1471  0.012
C: -0.2175 -2.2244 -2.2694  0.020
C: -1.4765 -1.8671 -2.7553  0.011
C: -2.5411 -2.7550 -2.6971  -0.001
C: -2.3655 -4.0143 -2.1382  0.010
C: -1.1213 -4.3818 -1.6447  -0.001
C: -0.0566 -3.4923 -1.7105  0.009
H: 6.3416 -3.5836 -1.3306  0.000
H: 4.5713 -3.5959 0.4014  0.000
H: 2.4241 -2.4657 -0.0244  -0.001
H: 3.7907 -1.3326 -3.9233  0.000
H: 5.9398 -2.4494 -3.4897  0.000
H: 0.5411 -1.7474 -5.1279  0.001
H: 0.6074 -0.6302 -7.3197  0.000
H: 1.3268 1.7292 -7.4909  0.000
H: 1.9796 2.9687 -5.4532  0.000
H: 1.9060 1.8540 -3.2529  0.007
H: -1.6286 -0.8819 -3.1846  0.000
H: -3.5117 -2.4618 -3.0768  0.000
H: -3.1984 -4.7041 -2.0828  0.001
H: -0.9788 -5.3618 -1.2057  0.000
H: 0.9107 -3.7986 -1.3283  0.000

---

Molecular formula: C3H13N2OSi
Method: DFT, ωB97M-V/def2-TZVPD

For the highest occupied orbital energy, the calculation gives -13.9 eV. For the HOMO-LUMO gap, the calculation gives 10.48 eV. As for the net charge: +1.

Last column: Mulliken charge in e.
Positions of all 20 atoms, in Å:
C: -2.5131 -1.2700 -0.5961  -1.159
C: -1.6770 1.5216 0.2376  -1.213
C: 1.9556 0.3996 0.2255  0.545
N: 2.5196 0.4446 -0.9960  -0.439
N: 2.6527 -0.3202 1.1060  -0.342
O: 0.1964 -0.7701 -0.3773  -0.502
Si: -1.2309 -0.3262 0.3785  0.524
H: -3.5562 -1.3361 -0.0900  0.307
H: -2.7053 -0.8050 -1.4906  0.394
H: -2.3616 -2.3445 -0.7241  0.353
H: -2.6307 1.5255 0.5575  0.381
H: -0.9769 2.1210 0.8449  0.337
H: -1.5568 1.9631 -0.6716  0.426
H: 1.2054 1.0651 0.6626  0.216
H: 2.0860 0.9503 -1.7168  0.235
H: 3.5116 0.2919 -1.0743  0.206
H: 0.2009 -1.5268 -1.0492  0.337
H: 2.6780 -0.2302 2.1130  0.265
H: 3.4372 -0.8583 0.7386  0.223
H: -1.2350 -0.4952 1.9217  -0.092

---

Molecular formula: C52H156O26
Method: DFT, ωB97M-V/def2-TZVPD

For the highest occupied orbital energy, the calculation gives -9.3 eV. For the HOMO-LUMO gap, the calculation gives 9.49 eV. As for the net charge: 0.

Last column: Mulliken charge in e.
Positions of all 234 atoms, in Å:
C: 7.9695 0.7320 0.7297  -1.350
C: 6.9198 0.3868 -0.4012  0.614
O: 6.7323 -0.9759 -0.7464  -0.343
H: 8.9612 0.2842 0.5070  0.445
H: 7.6138 0.3857 1.6656  0.367
H: 8.0668 1.8349 0.8164  0.334
H: 7.1371 0.9318 -1.3025  0.290
H: 5.9835 0.8391 -0.0733  -0.596
H: 7.5563 -1.4066 -0.4824  0.258
C: -4.0291 2.1693 -2.0139  0.131
C: -4.3096 3.3815 -1.1710  -0.523
O: -4.2497 4.6210 -1.8481  -0.592
H: -4.8259 2.1705 -2.8072  0.590
H: -4.1792 1.2315 -1.4293  -0.683
H: -3.0187 2.2223 -2.4512  0.078
H: -3.6912 3.3814 -0.2915  0.189
H: -5.3245 3.2227 -0.8164  0.505
H: -4.6335 5.2909 -1.2283  0.293
C: 2.7198 -0.5053 -1.8033  1.756
C: 3.0497 -0.3821 -0.3343  1.856
O: 1.8049 -0.4930 0.3671  0.636
H: 3.6939 -0.5328 -2.3175  0.793
H: 2.1127 0.3704 -2.0207  -1.303
H: 2.1290 -1.4108 -2.0312  -1.474
H: 3.4696 0.6019 -0.1442  -1.489
H: 3.7409 -1.1851 -0.0164  -0.841
H: 1.7017 -1.4209 0.7690  -0.844
C: -0.5846 -3.6692 7.7557  -0.603
C: 0.8801 -4.1106 7.7028  -0.441
O: 1.5441 -3.3889 6.7029  -0.374
H: -0.5769 -2.7706 8.3114  0.323
H: -1.1962 -4.4909 8.2359  0.312
H: -0.9055 -3.5694 6.7298  -0.112
H: 1.0689 -5.2179 7.5542  0.317
H: 1.4295 -3.8410 8.6221  0.355
H: 2.4729 -3.7316 6.6907  0.235
C: 2.5830 -3.1804 -6.7703  -1.530
C: 3.0376 -3.5144 -5.3503  0.553
O: 3.3629 -2.3412 -4.6427  -0.028
H: 2.5457 -4.1064 -7.3217  0.448
H: 3.3001 -2.5475 -7.2633  0.467
H: 1.6344 -2.5968 -6.7197  0.109
H: 3.9233 -4.2068 -5.3898  0.360
H: 2.2026 -3.9614 -4.8080  -0.214
H: 3.9112 -2.5550 -3.8536  0.214
C: 5.5850 -4.2829 -0.5147  -1.229
C: 4.5161 -3.9874 -1.5660  0.929
O: 4.9306 -3.0254 -2.4820  -0.605
H: 5.2279 -5.1098 0.1055  0.440
H: 5.7654 -3.4421 0.1708  0.040
H: 6.5647 -4.5048 -0.9449  0.363
H: 3.5745 -3.6458 -1.0316  -0.491
H: 4.3409 -4.9271 -2.1674  0.352
H: 5.3985 -2.2919 -2.0165  0.077
C: -1.7176 9.1800 -0.7789  -0.987
C: -0.8114 8.8485 0.3565  0.138
O: -1.3130 8.9940 1.6030  -0.553
H: -1.1368 8.9384 -1.7256  0.269
H: -2.0340 10.2297 -0.8388  0.312
H: -2.6213 8.6222 -0.8142  0.257
H: 0.1231 9.4277 0.2644  0.348
H: -0.5613 7.7566 0.2998  -0.101
H: -1.0383 9.8559 1.9797  0.324
C: 1.0170 -5.7786 -1.3355  -1.478
C: 1.1487 -4.2768 -1.5025  2.166
O: -0.2280 -3.8222 -1.5069  0.482
H: 0.6722 -6.4076 -2.1532  0.197
H: 0.3540 -5.9368 -0.4733  0.191
H: 1.9825 -6.2545 -1.0865  0.354
H: 1.6520 -3.9507 -2.4352  -0.473
H: 1.6747 -3.8522 -0.6252  -0.905
H: -0.2798 -2.8672 -1.7359  -0.491
C: -3.3551 3.2340 3.5222  -0.763
C: -4.5490 2.6256 2.8902  0.075
O: -4.2308 1.9785 1.6702  0.126
H: -2.8471 4.0223 2.9792  0.413
H: -2.6353 2.4368 3.7743  -0.227
H: -3.5739 3.6848 4.4843  0.465
H: -5.3125 3.4295 2.7873  0.340
H: -5.0267 1.9175 3.5792  -0.224
H: -5.0282 1.4521 1.3888  0.071
C: -4.2802 4.0453 -5.6444  -0.905
C: -3.0894 4.8350 -5.4124  -0.207
O: -2.6027 4.7722 -4.0771  -0.337
H: -5.1142 4.4095 -4.9914  0.228
H: -4.0870 3.0061 -5.4258  0.118
H: -4.6601 4.0661 -6.6892  0.382
H: -3.2369 5.9303 -5.6184  0.229
H: -2.2494 4.4747 -6.0163  0.291
H: -3.2388 4.7742 -3.3644  0.265
C: 2.8391 1.8014 -5.0876  -0.120
C: 3.9169 1.1371 -5.8852  -0.651
O: 3.5787 -0.0559 -6.4959  -0.550
H: 2.5290 1.2071 -4.2263  -0.246
H: 1.9736 1.9303 -5.7384  0.293
H: 3.2226 2.7742 -4.8216  0.296
H: 4.8447 0.9506 -5.3163  0.247
H: 4.2955 1.8781 -6.6162  0.381
H: 3.3887 -0.7592 -5.8120  0.141
C: 4.1277 -2.3014 2.7055  -0.324
C: 3.0324 -3.3456 2.9553  0.193
O: 1.9704 -2.8725 2.0982  -0.103
H: 3.7870 -1.2758 2.8476  -0.328
H: 4.4999 -2.4455 1.6481  -0.456
H: 5.0135 -2.3991 3.2966  0.649
H: 2.6838 -3.4848 4.0060  -0.187
H: 3.4651 -4.2842 2.6369  0.473
H: 1.1870 -3.4514 2.2122  -0.038
C: -7.0815 -0.1402 -0.6714  -0.659
C: -6.7484 -0.8889 0.6137  -0.094
O: -5.7049 -0.1812 1.3085  -0.367
H: -6.1261 0.1796 -1.1003  -0.161
H: -7.6712 0.7572 -0.3781  0.307
H: -7.6876 -0.6639 -1.4258  0.401
H: -6.3266 -1.8527 0.4319  -0.034
H: -7.5488 -1.1083 1.3070  0.417
H: -5.6139 -0.5859 2.2224  0.101
C: 0.3595 4.6653 -3.0905  -1.303
C: 0.0482 3.8635 -1.8464  1.061
O: 0.8031 2.6892 -1.7893  0.440
H: -0.1906 5.6306 -2.9885  0.352
H: -0.0330 4.1863 -3.9930  0.163
H: 1.4305 4.8220 -3.1163  0.321
H: -1.0093 3.5050 -1.8374  -0.509
H: 0.2302 4.5200 -0.9805  -0.136
H: 0.2564 2.0497 -1.2728  -0.352
C: 5.5843 3.4135 -1.9905  -1.128
C: 4.1608 3.8440 -1.7835  0.254
O: 3.5573 3.0039 -0.7632  0.967
H: 6.0365 3.8763 -2.8934  0.425
H: 5.5426 2.3576 -2.0870  0.028
H: 6.3079 3.7166 -1.2342  0.326
H: 3.5538 3.8635 -2.7056  -0.156
H: 4.1574 4.8861 -1.3838  0.267
H: 2.6927 2.7871 -1.0492  -0.469
C: -1.7483 -6.4091 -4.5979  -0.988
C: -1.1482 -5.1195 -5.0921  -0.249
O: -0.2217 -4.4737 -4.1852  0.178
H: -0.8783 -7.0446 -4.3641  0.285
H: -2.3837 -6.8950 -5.3752  0.394
H: -2.3268 -6.3485 -3.6633  0.036
H: -1.9841 -4.4727 -5.3184  0.239
H: -0.5420 -5.2629 -5.9955  0.312
H: -0.5748 -4.3209 -3.3155  -0.104
C: -2.4292 -0.7037 0.5295  1.127
C: -1.5823 0.5879 0.4344  0.473
O: -0.5851 0.5419 -0.5338  1.852
H: -2.9198 -0.9397 -0.4219  -0.856
H: -3.1613 -0.6754 1.3412  0.346
H: -1.7396 -1.5222 0.7338  -0.621
H: -1.2128 0.8208 1.4097  0.118
H: -2.2345 1.4470 0.1418  -1.121
H: 0.2231 0.0590 -0.2666  -0.656
C: -0.2434 3.3103 7.9893  -1.340
C: -0.3934 2.8790 6.5766  0.361
O: -1.1790 1.6477 6.5515  -0.433
H: -1.1538 3.6656 8.4252  0.315
H: 0.4781 4.1594 8.0108  0.372
H: 0.1686 2.5460 8.6276  0.335
H: 0.5296 2.7693 5.9541  0.146
H: -1.0611 3.6146 6.0922  0.069
H: -0.4656 0.9565 6.3329  0.098
C: -3.5647 -0.1474 4.7858  0.173
C: -5.0339 -0.4933 5.0008  -0.876
O: -5.4345 -1.4632 4.0037  -0.560
H: -3.3434 0.5394 5.6254  0.155
H: -3.3695 0.3234 3.8221  -0.561
H: -2.9701 -1.0146 4.9905  0.491
H: -5.6194 0.3925 4.9833  0.395
H: -5.1620 -0.9899 5.9878  0.430
H: -5.0737 -2.3466 4.0943  0.270
C: -5.7808 -2.4329 -3.6480  -1.379
C: -4.2789 -2.1647 -3.8914  0.069
O: -3.7432 -1.6257 -2.6985  0.376
H: -6.1429 -3.0299 -4.4638  0.476
H: -6.3815 -1.5244 -3.5661  0.267
H: -5.8782 -3.1042 -2.8211  0.253
H: -4.1476 -1.3742 -4.6542  0.424
H: -3.7078 -3.0408 -4.2179  -0.170
H: -2.8092 -1.4369 -2.7788  -0.144
C: 0.6039 4.3016 2.2157  -0.333
C: 1.7663 5.2867 2.3309  -0.298
O: 2.6686 4.9814 3.3728  -0.562
H: -0.1833 4.4508 1.4590  0.229
H: 0.0557 4.2189 3.1438  0.384
H: 0.9190 3.2878 1.9364  -0.141
H: 1.3488 6.2845 2.5223  0.305
H: 2.1954 5.4062 1.3085  0.094
H: 3.5406 4.7688 2.9695  0.304
C: -1.0417 -1.1705 -5.1589  -1.322
C: -0.2509 -0.9903 -3.8909  0.272
O: -0.9495 -1.3695 -2.7166  1.341
H: -0.4546 -1.1120 -6.0858  0.402
H: -1.9038 -0.4495 -5.1473  0.189
H: -1.4301 -2.1791 -5.0938  0.030
H: 0.0665 0.0319 -3.7798  0.214
H: 0.6883 -1.5718 -3.9897  -0.522
H: -0.9066 -0.6926 -1.9692  -0.667
C: -1.7126 -4.4902 3.9831  -1.347
C: -1.3590 -3.4702 2.9401  1.019
O: -0.4189 -3.9836 2.0174  -0.447
H: -2.4249 -4.0083 4.6736  0.318
H: -0.7953 -4.8104 4.4451  0.366
H: -2.2853 -5.3947 3.5942  0.157
H: -0.8582 -2.6142 3.4422  -0.314
H: -2.2905 -3.0952 2.4175  -0.003
H: -0.8937 -4.6018 1.4151  -0.012
C: 4.6701 2.1303 3.8013  -1.383
C: 4.6108 2.0970 2.2950  1.709
O: 4.8675 3.4048 1.8450  -0.796
H: 3.9956 2.8951 4.2158  0.281
H: 5.7051 2.3713 4.1208  0.371
H: 4.3800 1.2306 4.3392  0.264
H: 3.6813 1.7361 1.8892  -0.478
H: 5.3947 1.4382 1.8370  -0.594
H: 4.5280 3.4601 0.9251  0.170
C: -3.8715 -4.2003 -0.9443  0.118
C: -3.3228 -5.6119 -0.7440  -0.587
O: -2.8333 -5.6797 0.6381  -0.414
H: -3.9929 -3.9721 -2.0053  -0.280
H: -3.1037 -3.5293 -0.5716  -0.239
H: -4.7383 -4.1269 -0.3614  0.437
H: -2.4763 -5.7836 -1.4249  0.187
H: -4.1340 -6.3502 -0.8931  0.438
H: -2.6556 -6.6070 0.7308  0.270
C: 0.3655 0.4433 3.6897  0.909
C: 1.3470 -0.3749 4.5167  0.930
O: 0.9726 -0.3328 5.8760  -0.596
H: 0.6444 0.4977 2.6559  -0.585
H: 0.2803 1.5218 4.0199  -0.291
H: -0.6131 0.0014 3.6744  0.157
H: 2.3764 -0.0541 4.3941  -0.381
H: 1.2259 -1.2987 4.0301  -0.152
H: 1.4745 -0.9333 6.4194  0.208

---

Molecular formula: C13H38O7
Method: DFT, ωB97M-V/def2-TZVPD

For the highest occupied orbital energy, the calculation gives -9.4 eV. For the HOMO-LUMO gap, the calculation gives 9.48 eV. As for the net charge: 0.

Last column: Mulliken charge in e.
Positions of all 58 atoms, in Å:
C: 0.3031 3.5765 -0.3593  -0.574
C: -0.2250 2.2391 -0.6818  0.884
C: -1.6787 2.4757 -0.6732  -0.502
O: -1.8520 3.4932 0.3922  -0.472
C: -0.6665 4.1762 0.6564  -0.592
H: 0.3787 4.1596 -1.2771  0.277
H: 1.2438 3.5737 0.1913  0.310
H: 0.2203 1.4934 -0.0232  -0.459
H: 0.0105 1.7748 -1.6394  0.212
H: -2.2163 1.5480 -0.4770  0.211
H: -1.9555 2.9925 -1.5921  0.201
H: -0.3961 3.8472 1.6597  0.241
H: -0.8134 5.2554 0.6991  0.293
O: -1.6876 1.4359 4.3399  -0.636
H: -0.9542 1.0585 3.8542  0.329
H: -1.5191 1.1987 5.2518  0.291
O: 1.1040 0.6831 3.0086  -0.540
H: 1.7308 1.2718 2.5883  0.252
H: 1.6120 0.2348 3.6848  0.255
O: 0.3541 -1.1639 1.0355  -0.500
H: 0.8712 -0.7849 0.3247  0.135
H: 0.4049 -0.5179 1.7400  0.233
C: 0.3546 -3.8164 3.6519  -1.151
C: -0.3466 -4.3988 2.4639  0.408
C: -1.8919 -4.1355 2.4222  -1.181
O: 0.1858 -3.8957 1.2850  -0.496
H: 0.0554 -4.3063 4.5785  0.410
H: 0.2837 -2.7368 3.7845  0.184
H: 1.4018 -4.0496 3.4591  0.310
H: -0.1152 -5.4523 2.6205  0.303
H: -2.4122 -4.2957 1.4779  0.324
H: -2.0905 -3.0692 2.5302  0.264
H: -2.4243 -4.5665 3.2700  0.370
H: 0.0706 -2.9428 1.3038  0.382
C: -1.6444 -1.1595 -1.9282  -0.406
C: -2.6411 -0.7772 -3.0073  0.469
C: -2.6342 0.6562 -3.4161  -1.263
O: -2.4470 -1.5411 -4.1310  -0.589
H: -2.0335 -1.5812 -1.0014  0.368
H: -1.0414 -0.3418 -1.5336  -0.459
H: -0.8799 -1.7894 -2.3829  0.392
H: -3.6053 -1.1521 -2.6639  0.285
H: -3.3865 0.7395 -4.2005  0.389
H: -1.6553 1.0100 -3.7395  0.283
H: -3.0164 1.3397 -2.6579  0.264
H: -3.0434 -2.2923 -4.1709  0.340
C: 3.8642 1.8950 -2.4241  -1.265
C: 3.2531 1.0932 -1.2557  1.412
C: 2.5403 -0.1859 -1.6778  -1.412
O: 4.3274 0.8701 -0.2500  -0.593
H: 4.8948 1.6153 -2.6429  0.349
H: 3.6520 2.9621 -2.3584  0.325
H: 3.3527 1.7534 -3.3762  0.396
H: 2.5819 1.6839 -0.6322  -0.573
H: 1.4728 0.0018 -1.7927  0.173
H: 2.7123 -1.0380 -1.0202  0.344
H: 2.9519 -0.5875 -2.6037  0.471
H: 5.0843 0.4695 -0.6837  0.326

---

Molecular formula: FH3P2S
Method: DFT, ωB97M-V/def2-TZVPD

For the highest occupied orbital energy, the calculation gives -9.3 eV. For the HOMO-LUMO gap, the calculation gives 8.73 eV. As for the net charge: 0.

Last column: Mulliken charge in e.
Positions of all 7 atoms, in Å:
F: -1.4586 -0.7578 1.2687  -0.282
P: 0.6053 1.2884 0.5249  -0.136
P: -0.5796 -0.5027 -0.1284  0.343
S: 0.2685 -2.1269 -0.7403  -0.301
H: 1.1837 1.1068 -0.8200  0.115
H: 1.8154 0.7266 1.1497  0.125
H: -1.8346 0.2657 -1.2546  0.136